C7H26N6O6 | ωB97M-V with the def2-TZVPD basis set

Element x y z (Å)
C 1.1594 -0.5759 -0.6847
O 0.3897 0.2597 0.1664
H 0.6182 -1.0533 -1.5016
H 1.9600 0.0331 -1.1043
H 1.7043 -1.3321 -0.1196
H -0.2299 0.7482 -0.3805
C -2.3277 -1.2043 2.5877
O -2.0192 -0.4234 1.4109
H -1.7973 -2.1513 2.4874
H -1.9684 -0.6352 3.4452
H -3.3903 -1.4146 2.7091
H -1.0671 -0.3943 1.2909
C 0.8665 1.2710 4.1520
O 0.5372 0.1432 4.5097
N 1.6415 1.5715 3.1256
N 0.4989 2.4337 4.7193
H 1.9567 0.8152 2.5350
H 1.9509 2.5170 2.9513
H 0.7588 3.2991 4.2681
H -0.2456 2.4020 5.4010
C 4.2436 1.7047 -2.9713
O 5.0809 2.4129 -2.4882
N 3.2898 2.1978 -3.6773
N 4.1763 0.3912 -2.9546
H 2.5493 1.6133 -4.0379
H 3.1791 3.2017 -3.6675
H 4.9637 -0.0324 -2.4849
H 3.5103 -0.1629 -3.4737
C 0.3774 -4.0008 -2.1650
O -0.7595 -4.0638 -2.6086
N 1.3442 -3.9337 -2.9254
N 0.7214 -4.0694 -0.8925
H 1.2520 -3.6824 -3.8992
H 2.2995 -4.0485 -2.6180
H -0.0554 -4.0572 -0.2472
H 1.6632 -3.9690 -0.5417
C -4.8336 2.1217 0.4548
C -4.3132 1.1176 -0.6293
O -2.9060 1.3110 -0.7694
H -4.4510 3.1338 0.3234
H -4.5252 1.9169 1.4801
H -5.9207 2.0889 0.5264
H -4.7880 1.2891 -1.5954
H -4.5139 0.1317 -0.2100
H -2.5808 1.0787 0.1035

E_tot: -1062.29215 a.u.
Highest occupied orbital energy: -9.735 eV
F_max: 0.202 hartree/bohr
HOMO-LUMO gap: 9.703 eV
Structure (SMILES): NC(N)=O.NC(N)=O.NC(N)=O.CCO.CO.CO